{
  "formula": "C14H22Br3ClCsNNaO6P2",
  "method": "ωB97M-V/def2-TZVPD",
  "charge": 1,
  "homo_energy_ha": -0.3595,
  "molar_mass_da": 793.3,
  "max_force_ev_per_a": 4.47,
  "e_lumo_ha": -0.1775,
  "homo_lumo_gap_ev": 4.95,
  "elements": ["C", "C", "P", "C", "C", "C", "C", "C", "O", "C", "P", "O", "O", "O", "C", "C", "O", "H", "H", "H", "H", "H", "H", "H", "H", "H", "H", "H", "H", "H", "H", "Cl", "Cs", "C", "Br", "Br", "Br", "H", "Na", "C", "C", "O", "N", "C", "H", "H", "H", "H", "H", "H", "H"],
  "xyz": [[3.28, 2.65, 0.13], [1.92, 3.32, 0.46], [0.56, 2.32, 1.20], [-0.03, 1.10, -0.05], [0.89, 0.02, -0.62], [1.33, 1.46, 2.60], [1.91, 2.16, 3.59], [2.46, 1.49, 4.80], [2.58, 2.09, 5.84], [2.85, 0.05, 4.62], [4.06, -0.79, 5.66], [3.92, -2.24, 5.44], [3.88, -0.26, 7.15], [5.48, -0.18, 5.29], [2.30, -0.64, 3.63], [1.29, -0.02, 2.74], [0.48, -0.72, 2.15], [3.33, 1.59, 0.39], [3.53, 2.79, -0.93], [4.08, 3.11, 0.71], [1.49, 3.80, -0.42], [2.10, 4.10, 1.21], [-0.91, 0.62, 0.39], [-0.38, 1.73, -0.88], [0.52, -0.23, -1.63], [1.91, 0.34, -0.75], [0.84, -0.91, -0.07], [1.97, 3.24, 3.55], [4.74, -0.12, 7.56], [5.68, -0.32, 4.34], [2.55, -1.68, 3.48], [5.04, 0.29, 2.09], [3.01, -1.55, -0.47], [-0.27, 0.21, -5.77], [1.16, -0.51, -6.80], [-1.50, -1.17, -5.15], [0.34, 1.31, -4.32], [-0.84, 0.86, -6.44], [-3.05, 0.88, -6.13], [-4.87, -3.21, -3.43], [-5.66, -2.09, -4.07], [-5.23, -1.48, -5.04], [-6.85, -1.79, -3.53], [-7.51, -2.41, -2.39], [-3.94, -3.34, -3.98], [-4.64, -2.99, -2.39], [-5.42, -4.15, -3.47], [-7.33, -1.04, -4.00], [-8.47, -2.83, -2.70], [-7.70, -1.66, -1.62], [-6.90, -3.20, -1.97]]
}